Entry 1:
The following is a quantum chemistry calculation of 6 unconnected molecules or ions with the total composition C13H39O6, from the OMol25 dataset.

Each line ends with the natural charge from an NBO analysis.
Atoms and positions in Å:
O -0.844 -0.145 -0.068  -0.7947
H -0.915 -0.869 0.559  0.5584
H -0.858 0.713 0.363  0.5471
H -1.562 -0.255 -0.696  0.5607
C -2.121 1.731 -2.218  -0.6422
C -3.523 1.157 -1.914  0.1016
C -4.030 0.176 -3.013  -0.6370
O -3.405 0.390 -0.799  -0.7510
H -1.796 2.450 -1.466  0.2209
H -2.209 2.289 -3.151  0.2331
H -1.369 0.955 -2.363  0.1963
H -4.289 1.921 -1.786  0.1694
H -3.418 -0.725 -3.055  0.2125
H -4.021 0.672 -3.984  0.2195
H -5.073 -0.064 -2.809  0.2098
H -4.259 -0.001 -0.598  0.4879
C 0.284 -2.566 3.978  -0.6449
C 0.284 -1.404 2.960  0.1008
C 1.610 -1.453 2.145  -0.6417
O -0.864 -1.601 2.114  -0.7742
H 0.968 -2.412 4.812  0.2295
H 0.567 -3.495 3.483  0.2164
H -0.659 -2.848 4.445  0.2140
H 0.194 -0.443 3.467  0.1686
H 2.467 -1.149 2.745  0.2330
H 1.593 -0.820 1.258  0.2208
H 1.755 -2.453 1.735  0.2184
H -1.646 -1.873 2.599  0.4997
C -0.042 3.857 2.447  -0.6445
C -0.041 3.170 1.108  0.0975
C 1.329 2.516 0.826  -0.6393
O -1.043 2.158 1.039  -0.7627
H 0.606 4.733 2.481  0.2415
H 0.052 3.164 3.283  0.2209
H -1.037 4.260 2.634  0.2086
H -0.226 3.866 0.290  0.1742
H 1.427 2.149 -0.195  0.2193
H 1.581 1.694 1.497  0.2118
H 2.040 3.340 0.881  0.2311
H -1.829 2.474 1.489  0.4995
C 3.634 0.076 -0.361  -0.6287
C 2.940 -0.114 -1.692  0.0891
C 3.702 -1.097 -2.589  -0.6454
O 1.591 -0.557 -1.502  -0.7344
H 4.587 0.592 -0.475  0.2275
H 3.894 -0.872 0.111  0.2107
H 3.038 0.672 0.329  0.2075
H 2.900 0.868 -2.163  0.1582
H 3.385 -0.996 -3.627  0.2082
H 3.505 -2.140 -2.344  0.2179
H 4.782 -0.966 -2.655  0.2275
H 1.234 -0.484 -2.390  0.4670
C -0.413 -3.394 -1.224  -0.2669
O -1.671 -2.699 -0.994  -0.7686
H -0.482 -4.238 -0.537  0.1740
H -0.412 -3.771 -2.247  0.1815
H 0.447 -2.807 -0.901  0.2075
H -2.340 -3.334 -1.259  0.4768

LUMO level: -2.2 eV
Frontier orbital gap: 10.8 eV
Spin multiplicity: 1
Total charge: +1

Entry 2:
The following is a quantum chemistry calculation of 9 unconnected molecules or ions with the total composition C13H41BFO11, from the OMol25 dataset.

Each line ends with the natural charge from an NBO analysis.
Atoms and positions in Å:
O -2.044 2.184 0.624  -0.5631
C -2.783 1.236 0.680  0.6722
O -2.456 0.014 1.131  -0.6120
C -2.082 -0.975 0.043  -0.0692
C -0.713 -0.810 -0.562  -0.6734
B -0.624 -1.442 -2.104  -0.1328
C -0.596 -0.194 -3.217  -0.7637
C -1.679 -0.095 -4.222  0.8961
O -2.418 -0.878 -4.722  -0.5661
F -1.809 1.239 -4.684  -0.4283
H -3.856 1.327 0.410  0.0863
H -2.876 -0.927 -0.716  0.1763
H -2.173 -1.932 0.564  0.2039
H 0.012 -1.317 0.086  0.2114
H -0.436 0.253 -0.570  0.2160
H -1.572 -2.189 -2.325  -0.0552
H 0.413 -2.095 -2.210  -0.0673
H -0.547 0.780 -2.714  0.2293
H 0.325 -0.253 -3.819  0.2422
C 1.552 2.711 -0.398  -0.2440
O 1.247 1.942 -1.545  -0.7170
H 1.935 2.036 0.363  0.1846
H 2.322 3.462 -0.607  0.1506
H 0.663 3.212 -0.004  0.1671
H 0.904 2.533 -2.221  0.4631
C 1.420 3.977 -4.589  -0.2633
O 1.887 4.752 -3.487  -0.7308
H 1.911 3.009 -4.526  0.1944
H 0.340 3.817 -4.545  0.1807
H 1.676 4.439 -5.547  0.1589
H 1.449 5.606 -3.516  0.4621
C -2.936 -4.641 2.449  -0.2442
O -1.969 -4.476 1.433  -0.7095
H -3.673 -3.851 2.312  0.1744
H -3.452 -5.605 2.378  0.1484
H -2.497 -4.545 3.447  0.1653
H -1.278 -5.130 1.567  0.4660
C 0.159 -0.923 3.559  -0.2604
O 1.006 -1.387 2.515  -0.7102
H -0.754 -0.553 3.096  0.2210
H -0.096 -1.724 4.262  0.1486
H 0.630 -0.108 4.118  0.1522
H 1.839 -1.677 2.897  0.4527
C 1.410 -5.312 3.730  -0.2493
O 0.273 -4.466 3.710  -0.7294
H 1.055 -6.318 3.948  0.1764
H 1.926 -5.326 2.766  0.1680
H 2.126 -5.027 4.508  0.1541
H 0.570 -3.572 3.509  0.4775
C 2.655 1.515 3.218  -0.2592
O 3.541 2.222 2.364  -0.7179
H 1.945 0.998 2.575  0.2128
H 3.180 0.769 3.825  0.1464
H 2.101 2.186 3.881  0.1582
H 4.191 2.687 2.897  0.4575
C -5.924 -1.727 1.655  -0.2386
O -5.322 -1.220 0.484  -0.7268
H -6.884 -2.153 1.365  0.1723
H -5.326 -2.519 2.119  0.1542
H -6.106 -0.948 2.404  0.1511
H -4.458 -0.858 0.724  0.4820
C 5.122 4.707 -3.960  -0.2505
O 6.135 5.176 -4.848  -0.7307
H 4.262 5.361 -4.069  0.1955
H 4.809 3.689 -4.202  0.1661
H 5.452 4.737 -2.918  0.1595
H 6.895 4.595 -4.766  0.4576

LUMO level: 2.2 eV
Frontier orbital gap: 7.4 eV
Spin multiplicity: 1
Total charge: -1

Entry 3:
The following is a quantum chemistry calculation of 7 unconnected molecules or ions with the total composition C13H41N3O6, from the OMol25 dataset.

Each line ends with the natural charge from an NBO analysis.
Atoms and positions in Å:
N 18.392 -24.075 -18.696  -0.9251
H 17.557 -24.061 -19.264  0.4330
H 19.053 -23.399 -19.052  0.4456
H 18.868 -24.964 -18.752  0.4404
H 18.285 -23.886 -17.709  0.4608
C 13.927 -24.913 -22.095  -0.6294
C 15.422 -24.261 -22.038  0.1101
C 15.573 -23.191 -23.105  -0.4111
C 14.776 -21.912 -22.849  -0.4029
C 15.012 -21.291 -21.494  -0.4091
C 15.021 -22.337 -20.336  0.1241
N 15.700 -23.644 -20.719  0.0333
O 15.700 -24.571 -19.653  -0.5046
C 13.554 -22.459 -19.876  -0.6348
C 15.832 -21.648 -19.116  -0.6226
C 16.522 -25.347 -22.376  -0.6212
H 13.748 -25.679 -22.850  0.2338
H 13.173 -24.171 -22.354  0.2146
H 13.729 -25.434 -21.158  0.2323
H 15.217 -23.571 -24.062  0.2396
H 16.629 -22.924 -23.103  0.2014
H 13.711 -22.138 -22.892  0.1973
H 14.987 -21.112 -23.559  0.2298
H 14.231 -20.573 -21.245  0.2315
H 15.992 -20.824 -21.599  0.2028
H 13.492 -22.985 -18.923  0.2381
H 12.956 -22.784 -20.727  0.2189
H 13.143 -21.469 -19.674  0.2262
H 16.892 -21.648 -19.373  0.1982
H 15.907 -22.148 -18.150  0.2212
H 15.535 -20.617 -18.925  0.2330
H 16.019 -26.021 -23.070  0.2316
H 16.886 -26.001 -21.584  0.2254
H 17.381 -24.948 -22.916  0.2140
O 19.674 -26.154 -19.727  -0.9602
H 20.015 -26.877 -19.200  0.5010
H 20.431 -25.840 -20.221  0.4995
O 15.402 -25.283 -16.906  -0.9612
H 15.319 -26.235 -16.841  0.4938
H 15.604 -25.122 -17.827  0.4920
O 17.794 -24.384 -16.206  -0.9745
H 17.937 -23.946 -15.367  0.4867
H 16.843 -24.469 -16.273  0.5112
O 16.948 -27.179 -19.270  -0.9473
H 16.342 -26.583 -19.709  0.4809
H 17.802 -26.754 -19.351  0.4634
C 22.310 -21.305 -20.164  -0.6255
C 21.328 -22.228 -19.459  -0.0757
C 21.607 -22.406 -17.974  -0.0667
O 20.741 -23.432 -17.331  -0.5747
C 20.989 -23.670 -15.985  -0.2512
N 20.026 -21.750 -19.762  -0.8591
H 21.956 -20.855 -21.092  0.2242
H 23.314 -21.719 -20.250  0.2241
H 22.369 -20.401 -19.558  0.2099
H 21.388 -23.227 -19.891  0.1738
H 21.530 -21.442 -17.471  0.1788
H 22.666 -22.641 -17.878  0.1923
H 20.521 -22.923 -15.343  0.1640
H 22.036 -23.666 -15.680  0.1816
H 20.533 -24.616 -15.695  0.2000
H 19.892 -21.706 -20.762  0.3699
H 19.826 -20.817 -19.429  0.3728

LUMO level (spin up / spin down): -2.4 / -4.1 eV
Frontier orbital gap (spin up / spin down): 10.2 / 8.7 eV
Spin multiplicity: 2
Total charge: +1

Entry 4:
The following is a quantum chemistry calculation of 8 unconnected molecules or ions with the total composition C13H43N11O10, from the OMol25 dataset.

Each line ends with the Löwdin charge.
Atoms and positions in Å:
C 10.841 19.619 -3.580  -0.0871
O 9.586 19.726 -4.217  -0.1715
C 8.759 18.606 -4.007  -0.2271
C 7.368 18.928 -4.506  -0.4324
C 6.387 17.781 -4.246  -0.0635
N 7.424 19.250 -5.938  0.0462
H 11.540 19.029 -4.175  0.0927
H 10.754 19.135 -2.593  0.0653
H 11.182 20.619 -3.319  0.0928
H 9.153 17.691 -4.480  0.1365
H 8.724 18.419 -2.924  0.1051
H 7.062 19.800 -3.921  0.1313
H 6.075 17.676 -3.201  0.0552
H 6.828 16.825 -4.549  0.0600
H 5.481 17.916 -4.839  0.0718
H 7.768 18.409 -6.397  0.0735
H 6.502 19.421 -6.320  0.0654
N 4.051 16.620 -0.900  0.1631
C 4.577 16.554 0.365  -0.6445
N 4.381 17.675 1.129  0.1721
O 5.158 15.554 0.765  0.0173
H 4.402 15.994 -1.601  0.1018
H 3.579 17.457 -1.195  0.0866
H 4.108 18.518 0.656  0.0800
H 4.860 17.749 2.011  0.0882
N 5.529 21.896 0.023  0.1642
C 6.385 20.841 -0.084  -0.6397
N 5.994 19.817 -0.906  0.1654
O 7.403 20.726 0.589  0.0079
H 4.697 21.925 -0.538  0.0945
H 5.709 22.656 0.651  0.1071
H 6.693 19.083 -0.919  0.0624
H 5.274 19.927 -1.594  0.0955
N 11.854 19.192 2.345  0.1607
C 11.007 19.285 1.265  -0.6506
N 9.922 20.087 1.378  0.1635
O 11.262 18.674 0.228  0.0053
H 12.474 18.404 2.258  0.1013
H 11.531 19.519 3.237  0.0933
H 9.346 20.242 0.566  0.0639
H 9.572 20.494 2.226  0.1021
N 7.230 13.866 -4.928  0.1292
C 7.898 13.654 -3.717  -0.6820
N 9.228 13.394 -3.879  0.1646
O 7.294 13.638 -2.668  0.0360
H 6.332 14.297 -4.778  0.0855
H 7.715 14.260 -5.719  0.0837
H 9.611 13.353 -4.804  0.0949
H 9.797 13.194 -3.078  0.1043
N 13.756 16.468 -0.798  0.1520
C 13.861 15.723 0.352  -0.6817
N 12.651 15.167 0.688  0.1493
O 14.917 15.468 0.902  0.0179
H 14.571 16.553 -1.373  0.0979
H 12.828 16.604 -1.163  0.0622
H 11.835 15.665 0.374  0.0614
H 12.578 14.455 1.389  0.0960
O 7.706 17.027 4.609  -0.0897
C 7.421 15.695 4.107  -0.2146
C 5.967 15.353 4.310  -0.2524
O 5.125 16.157 3.516  -0.0877
H 6.916 17.556 4.455  0.0647
H 7.668 15.722 3.041  0.1051
H 8.104 15.055 4.661  0.1183
H 5.716 15.533 5.360  0.1234
H 5.809 14.279 4.157  0.1257
H 5.002 15.728 2.653  0.0433
O 8.058 17.860 -0.438  -0.0973
C 8.430 16.541 -0.027  -0.1867
C 9.204 15.932 -1.181  -0.2428
O 10.470 16.531 -1.374  -0.0942
H 8.259 18.475 0.279  0.0580
H 9.100 16.582 0.835  0.1253
H 7.536 15.938 0.148  0.1066
H 8.565 16.066 -2.069  0.1030
H 9.326 14.850 -1.136  0.1129
H 10.314 17.484 -1.422  0.0320

LUMO level: -0.1 eV
Frontier orbital gap: 9.1 eV
Structure (SMILES): COC[C@H](C)N.NC(N)=O.NC(N)=O.NC(N)=O.NC(N)=O.NC(N)=O.OCCO.OCCO
Spin multiplicity: 1
Total charge: 0

| no. | calculated total energy (eV) |
| --- | --- |
| 1 | -26391.69870 |
| 2 | -40059.41713 |
| 3 | -30893.56841 |
| 4 | -51048.79671 |